Here is a cluster of 4 separate species, C12H31INO4 in total from OMol25. Energies are from ωB97M-V/def2-TZVPD.

Last column: natural (NBO) charge in e.
Geometry (Å):
I 24.7618 25.1132 -28.7682  -0.9109
C 19.0230 26.1060 -33.6230  -0.2479
O 20.1600 25.9414 -32.8307  -0.5124
C 19.7663 26.4311 -31.4936  -0.0709
C 20.8976 26.2183 -30.4517  -0.2419
N 21.5714 24.8776 -30.4448  -0.6310
C 20.9590 23.9432 -29.5237  -0.2344
C 19.4682 23.6393 -29.8096  -0.0676
O 19.2116 23.5961 -31.1971  -0.5329
C 17.7499 23.6187 -31.4191  -0.2606
H 18.0693 25.7042 -33.2805  0.1536
H 19.3340 25.7023 -34.5866  0.1851
H 18.7732 27.1450 -33.8378  0.1449
H 18.8316 26.0336 -31.0979  0.1568
H 19.5994 27.5031 -31.5984  0.1573
H 20.3734 26.3184 -29.5013  0.1598
H 21.6818 26.9581 -30.6128  0.2072
H 22.5463 25.0955 -30.2958  0.4147
H 20.9222 24.3485 -28.5125  0.1582
H 21.6251 23.0842 -29.4429  0.2155
H 18.7832 24.3701 -29.3796  0.1415
H 19.1381 22.7245 -29.3175  0.1618
H 17.2896 24.4501 -30.8851  0.1619
H 17.2912 22.7124 -31.0237  0.1672
H 17.5972 23.6897 -32.4960  0.1945
C 28.5990 22.9238 -28.2291  -0.6430
C 28.9515 23.2324 -29.7037  0.1002
C 29.5192 22.0179 -30.4834  -0.6159
O 27.7058 23.4661 -30.3860  -0.7532
H 27.6325 23.3625 -27.9810  0.2425
H 29.2597 23.4715 -27.5570  0.1941
H 28.6255 21.8482 -28.0544  0.1988
H 29.6419 24.0759 -29.6951  0.1501
H 30.5191 21.7359 -30.1534  0.1878
H 29.5317 22.2113 -31.5560  0.2159
H 29.0045 21.0808 -30.2712  0.2034
H 27.0964 23.9975 -29.8685  0.4999
C 28.5850 26.8125 -27.6382  -0.6530
C 27.4802 27.3350 -26.7578  0.0850
C 28.0909 28.4404 -25.9132  -0.6099
O 26.3913 27.8067 -27.5047  -0.7734
H 29.0895 25.8812 -27.3807  0.2004
H 29.3337 27.4981 -28.0349  0.1892
H 28.0685 26.5803 -28.5696  0.2366
H 27.1781 26.4205 -26.2473  0.1668
H 27.3407 29.0359 -25.3929  0.2079
H 28.7176 29.0850 -26.5295  0.1975
H 28.7709 27.9998 -25.1842  0.1979
H 25.9100 27.1373 -27.9965  0.5053

Results
Electronic energy (eV): -30727.64243
HOMO-LUMO gap (eV): 7.32
Net charge: -1
LUMO (hartree): 0.10128